Record 1
Density functional theory data (ωB97M-V/def2-TZVPD) for a molecular structure, C3H6FIO2 at a distorted geometry.

The geometry in XYZ format:
```
13
Properties=species:S:1:pos:R:3:lowdin_charge:R:1
C 2.10 0.15 -0.09 -0.09
C 0.93 -0.68 0.41 -0.22
C -2.19 0.42 -0.48 -0.69
O -0.10 0.34 0.54 -0.21
O -1.37 -0.22 0.67 -0.25
F -2.40 1.70 -0.25 0.00
I -3.99 -0.71 -0.01 0.84
H 2.78 -0.48 -0.59 0.04
H 1.86 1.05 -0.67 0.08
H 2.77 0.55 0.85 0.13
H 1.01 -1.09 1.43 0.12
H 0.43 -1.47 -0.33 0.16
H -1.81 0.42 -1.46 0.09
```

HOMO-LUMO gap ... 10.0014 eV
Energy ... -18116.9726 eV
E_HOMO ... -9.7 eV
ΔE to the lowest compared entry with this formula, charge and spin ... 87.6 kcal/mol


Record 2
Density functional theory data (ωB97M-V/def2-TZVPD) for a molecular structure, C3H6FN at a distorted geometry.

The geometry in XYZ format:
```
11
Properties=species:S:1:pos:R:3:lowdin_charge:R:1
C -1.60 -4.05 -0.90 -0.36
C -0.39 0.12 -1.09 -0.09
C -0.87 -0.84 -0.32 -0.10
N -0.71 -4.28 -0.23 0.17
F -2.59 -3.76 -1.63 0.19
H 1.51 1.25 1.18 0.00
H 0.67 0.18 -1.31 0.04
H -1.01 0.87 -1.53 0.04
H 1.79 0.84 1.78 0.02
H -0.24 -1.58 0.13 0.03
H -1.92 -0.90 -0.07 0.05
```

HOMO-LUMO gap ... 10.8322 eV
Energy ... -7412.4373 eV
E_HOMO ... -10.3 eV
ΔE to the lowest compared entry with this formula, charge and spin ... 55.9 kcal/mol


Record 3
Density functional theory data (ωB97M-V/def2-TZVPD) for C3H6FN in the gas phase at a distorted geometry.

The geometry in XYZ format:
```
11
Properties=species:S:1:pos:R:3:lowdin_charge:R:1
N -1.84 -0.50 -0.42 -0.06
C -0.54 -0.14 0.35 -0.24
C 0.66 0.85 -0.02 -0.07
C 1.84 0.24 -0.10 -0.15
F 1.94 -1.15 -0.10 -0.06
H -2.37 -1.14 0.25 0.10
H -2.09 0.38 -0.75 0.01
H 0.21 -1.14 0.20 0.14
H -1.08 -0.07 1.34 0.10
H 0.57 2.06 -0.17 0.14
H 2.70 0.62 -0.57 0.09
```

HOMO-LUMO gap ... 9.7434 eV
Energy ... -7412.2407 eV
SMILES string ... NC/C=C\F
E_HOMO ... -8.8 eV
ΔE to the lowest compared entry with this formula, charge and spin ... 60.4 kcal/mol


Record 4
Density functional theory data (ωB97M-V/def2-TZVPD) for 2 unconnected molecules or ions with the total composition C3H6FN at a distorted geometry.

The geometry in XYZ format:
```
11
Properties=species:S:1:pos:R:3:lowdin_charge:R:1
C -0.12 -0.14 1.65 -0.04
C 0.13 1.48 -2.50 0.02
C 0.47 0.56 -1.59 -0.21
N 0.72 -1.19 1.64 -0.04
F 1.53 -0.26 -1.86 -0.04
H -0.81 -0.14 2.44 0.00
H 1.47 -1.14 1.04 0.04
H 0.78 1.55 -3.36 0.06
H -0.86 1.92 -2.50 0.06
H 0.17 0.44 -0.50 0.08
H 0.67 -1.77 2.44 0.07
```

HOMO-LUMO gap (spin up / spin down) ... 7.6081 / 9.1515 eV
Energy ... -7410.1353 eV
Multiplicity ... 3
E_HOMO (spin up / spin down) ... -6.5 / -9.8 eV
ΔE to the lowest compared entry with this formula, charge and spin ... 12.1 kcal/mol


Record 5
Density functional theory data (ωB97M-V/def2-TZVPD) for C3H6FN3 in the gas phase at a distorted geometry.

The geometry in XYZ format:
```
13
Properties=species:S:1:pos:R:3:lowdin_charge:R:1
C 1.38 -0.86 0.00 -0.15
N 0.18 -0.17 -0.13 -0.14
C 0.04 1.21 -0.50 -0.28
N -1.20 1.65 -0.05 0.00
N -1.96 0.86 0.44 0.07
C -1.34 -0.47 0.61 -0.27
F -2.01 -1.35 -0.09 0.07
H 2.08 -0.70 -0.98 0.13
H 1.97 -0.66 0.85 0.05
H 1.21 -1.94 -0.15 0.08
H -0.01 1.36 -1.56 0.11
H 0.95 1.88 -0.13 0.17
H -1.28 -0.80 1.70 0.16
```

HOMO-LUMO gap ... 9.5704 eV
Energy ... -10392.7438 eV
SMILES string ... CN1CN=N[C@H]1F
E_HOMO ... -8.8 eV
ΔE to the lowest compared entry with this formula, charge and spin ... 66.2 kcal/mol


Record 6
Density functional theory data (ωB97M-V/def2-TZVPD) for 2 unconnected molecules or ions with the total composition C3H6FN3 at a distorted geometry.

The geometry in XYZ format:
```
13
Properties=species:S:1:pos:R:3:lowdin_charge:R:1
C 2.40 -0.05 -0.68 0.02
C -1.51 -0.77 -0.73 -0.23
C -1.24 0.20 1.43 -0.15
N 1.82 1.11 -0.67 -0.21
N 1.46 2.19 -0.71 0.08
N -0.92 -0.66 0.35 -0.02
F -0.94 -1.53 -1.71 -0.01
H 2.49 -0.54 0.31 0.08
H 2.50 -0.53 -1.58 0.03
H -2.23 -0.26 -1.27 0.11
H -1.46 -0.62 2.28 0.12
H -0.27 0.55 1.80 0.07
H -2.10 0.92 1.20 0.10
```

HOMO-LUMO gap (spin up / spin down) ... 6.8705 / 9.2031 eV
Energy ... -10390.0406 eV
Multiplicity ... 3
E_HOMO (spin up / spin down) ... -5.8 / -10.5 eV
ΔE to the lowest compared entry with this formula, charge and spin ... 29.0 kcal/mol


Record 7
Density functional theory data (ωB97M-V/def2-TZVPD) for a molecular structure, C3H6FNO at a distorted geometry.

The geometry in XYZ format:
```
12
Properties=species:S:1:pos:R:3:lowdin_charge:R:1
C 1.98 -0.22 0.33 -0.07
C -1.27 -0.46 0.39 -0.12
C -0.56 0.12 -0.86 -0.30
N 0.70 0.86 -0.68 -0.03
O 2.29 -1.30 -0.04 0.09
F 0.45 1.76 0.43 -0.18
H 2.43 0.59 1.02 0.14
H -0.62 -1.29 0.93 0.10
H -1.45 0.35 1.27 0.11
H -2.22 -0.72 0.08 0.02
H -0.41 -0.55 -1.78 0.14
H -1.31 0.88 -1.09 0.10
```

HOMO-LUMO gap ... 9.4476 eV
Energy ... -9458.7509 eV
E_HOMO ... -9.1 eV
ΔE to the lowest compared entry with this formula, charge and spin ... 116.3 kcal/mol


Record 8
Density functional theory data (ωB97M-V/def2-TZVPD) for 2 unconnected molecules or ions with the total composition C3H6FNO2 at a distorted geometry.

The geometry in XYZ format:
```
13
Properties=species:S:1:pos:R:3:lowdin_charge:R:1
C 0.52 0.56 0.12 -0.11
C -0.51 -0.29 -0.62 -0.21
C -1.71 -0.58 0.24 -0.29
N -2.72 0.53 0.24 -0.38
O -3.12 0.94 1.29 0.08
O -3.05 0.92 -0.86 0.10
F -2.32 -1.74 0.03 0.08
H 0.98 -0.02 0.92 0.07
H 0.04 1.44 0.56 0.08
H 1.30 0.89 -0.55 0.08
H -0.85 0.23 -1.52 0.12
H -0.06 -1.24 -0.92 0.12
H -1.19 -0.51 1.92 0.26
```

HOMO-LUMO gap ... 10.5177 eV
Energy ... -11505.3777 eV
E_HOMO ... -10.6 eV
ΔE to the lowest compared entry with this formula, charge and spin ... 136.4 kcal/mol


Record 9
Density functional theory data (ωB97M-V/def2-TZVPD) for C3H6FNOS in the gas phase at a distorted geometry.

The geometry in XYZ format:
```
13
Properties=species:S:1:pos:R:3:lowdin_charge:R:1
N -2.40 -0.87 -0.72 0.09
C -1.32 -0.33 -0.08 -0.83
O -1.00 -0.61 1.04 0.00
S -0.31 0.79 -1.09 0.93
C 0.97 1.03 0.19 -0.48
C 1.77 -0.18 0.38 -0.25
F 2.54 -0.42 -0.82 -0.10
H -2.72 -0.47 -1.62 0.10
H -3.12 -1.18 -0.09 0.10
H 1.52 1.95 -0.18 0.11
H 0.35 1.33 1.11 0.11
H 2.49 0.01 1.19 0.13
H 1.23 -1.05 0.68 0.10
```

HOMO-LUMO gap ... 10.1285 eV
Energy ... -20298.8572 eV
SMILES string ... NC(=O)SCCF
E_HOMO ... -9.5 eV
ΔE to the lowest compared entry with this formula, charge and spin ... 0.0 kcal/mol


Record 10
Density functional theory data (ωB97M-V/def2-TZVPD) for C3H6FNOS in the gas phase at a distorted geometry.

The geometry in XYZ format:
```
13
Properties=species:S:1:pos:R:3:lowdin_charge:R:1
O -0.46 0.02 -2.13 -0.08
C 0.70 0.00 -1.32 -0.28
C 0.75 0.89 -0.09 -0.30
F 2.13 0.95 0.20 -0.04
C 0.04 0.29 1.08 -0.23
N -0.89 -0.57 0.85 -0.35
S -1.83 -1.06 2.30 0.64
H -1.21 -0.13 -1.39 0.14
H 1.72 0.21 -1.82 0.16
H 0.94 -1.01 -0.96 0.11
H 0.37 1.85 -0.42 0.15
H 0.07 0.86 2.07 0.13
H -2.32 -2.32 1.63 -0.06
```

HOMO-LUMO gap ... 10.0647 eV
Energy ... -20296.2436 eV
SMILES string ... OC[C@H](F)/C=N/S
E_HOMO ... -9.7 eV
ΔE to the lowest compared entry with this formula, charge and spin ... 60.3 kcal/mol